{"formula": "C25H30N4O4", "method": "wB97M-V/def2-TZVPD", "symbols": ["C", "C", "C", "C", "C", "N", "C", "O", "N", "C", "C", "C", "C", "C", "C", "C", "O", "H", "H", "C", "O", "N", "C", "H", "C", "N", "C", "C", "C", "C", "C", "C", "O", "C", "H", "H", "H", "H", "H", "H", "H", "C", "C", "H", "H", "H", "H", "H", "H", "H", "H", "H", "H", "H", "H", "H", "H", "H", "H", "H", "H", "H", "H"], "coordinates": [[-7.35340, -3.78605, 0.30521], [-8.08279, -2.60625, 0.93729], [-7.81185, -1.28047, 0.22558], [-6.36980, -0.80467, 0.37781], [-6.17631, 0.56571, -0.26834], [-4.79776, 1.02258, -0.13553], [-4.49259, 1.75826, 0.99295], [-5.30774, 2.04356, 1.83845], [-3.18261, 2.15831, 1.10400], [-2.19682, 1.88340, 0.19009], [-0.88931, 2.33037, 0.36918], [0.07822, 2.02713, -0.57168], [-0.25635, 1.29364, -1.71326], [-1.54703, 0.84936, -1.89230], [-2.52760, 1.13206, -0.94177], [-3.90067, 0.65125, -1.12862], [-4.25682, -0.02102, -2.07239], [-1.83376, 0.27885, -2.76225], [0.49849, 1.08780, -2.45652], [1.45847, 2.59755, -0.40610], [1.64810, 3.79614, -0.51058], [2.44436, 1.72024, -0.13256], [2.30536, 0.29314, 0.01666], [1.25605, 0.00385, -0.04399], [3.12936, -0.42250, -1.07116], [4.50986, -0.00864, -1.01373], [5.46641, -0.84292, -0.44273], [5.52190, -2.16705, -0.88061], [6.45120, -3.06474, -0.39238], [7.37611, -2.64791, 0.54373], [7.35366, -1.33704, 0.99057], [6.41093, -0.43302, 0.52449], [6.32923, 0.86168, 0.98193], [7.29656, 1.32469, 1.88956], [8.30747, 1.25277, 1.47595], [7.05407, 2.37269, 2.06283], [7.25301, 0.78360, 2.84072], [8.07603, -1.03021, 1.73012], [8.11615, -3.33073, 0.93129], [6.45899, -4.08079, -0.75623], [4.82538, -2.48897, -1.63981], [4.64630, 1.42389, -1.11858], [3.82105, 2.16501, -0.05833], [3.83748, 3.24120, -0.23330], [4.22003, 1.94546, 0.93602], [5.69375, 1.70311, -1.04248], [4.27758, 1.71596, -2.11130], [3.05010, -1.49883, -0.92653], [2.71908, -0.16485, -2.05588], [2.69848, 0.00544, 1.00019], [-0.63269, 2.91965, 1.23677], [-2.96248, 2.71280, 1.92063], [-6.39827, 0.51246, -1.33589], [-6.81664, 1.30652, 0.21346], [-5.68858, -1.51133, -0.09814], [-6.11640, -0.73512, 1.43814], [-8.04559, -1.38662, -0.83596], [-8.47625, -0.51796, 0.63899], [-7.79196, -2.51753, 1.98637], [-9.15743, -2.80082, 0.90836], [-7.64495, -4.71412, 0.79194], [-6.27639, -3.67832, 0.40149], [-7.59843, -3.86164, -0.75186]], "forces_ev_per_a": [[-0.11, 0.12, 0.19], [-0.02, 0.04, -0.24], [0.18, -0.09, 0.29], [-0.20, 0.17, -0.20], [-0.30, -0.23, 0.05], [-0.18, -0.01, -0.15], [0.31, 0.18, 0.15], [-0.25, 0.02, 0.19], [0.07, 0.21, 0.31], [0.13, -0.33, -0.55], [0.11, -0.05, -0.07], [-0.39, 0.15, -0.08], [0.04, 0.02, 0.04], [-0.11, 0.05, 0.16], [0.36, 0.16, 0.10], [0.09, 0.02, -0.01], [0.02, -0.06, -0.06], [-0.03, -0.04, -0.08], [0.09, -0.04, -0.08], [-0.09, 0.01, 0.10], [-0.14, 0.23, -0.04], [0.17, -0.08, 0.02], [-0.07, -0.50, -0.20], [0.11, 0.00, 0.06], [-0.32, -0.03, 0.30], [-0.12, 0.14, -0.01], [0.29, -0.14, 0.00], [0.08, 0.06, 0.12], [0.02, -0.09, 0.07], [0.01, -0.04, -0.02], [0.07, 0.10, 0.09], [-0.08, 0.08, -0.01], [-0.24, -0.39, -0.31], [0.16, 0.08, 0.18], [-0.04, -0.01, 0.02], [0.06, -0.06, 0.04], [0.02, 0.02, -0.05], [0.04, 0.08, 0.06], [0.07, -0.06, 0.03], [0.00, -0.09, -0.04], [-0.06, 0.02, -0.10], [0.06, 0.32, 0.13], [0.34, 0.29, -0.21], [0.02, -0.11, 0.05], [-0.04, 0.03, -0.08], [-0.08, 0.02, -0.08], [0.03, 0.06, 0.05], [0.00, 0.04, -0.06], [-0.06, -0.06, 0.03], [-0.06, -0.03, -0.05], [0.04, 0.10, 0.10], [-0.17, -0.13, -0.11], [0.01, 0.05, 0.14], [0.08, -0.08, -0.10], [0.07, -0.01, 0.03], [0.05, -0.02, 0.04], [-0.08, 0.04, -0.08], [-0.05, 0.06, -0.06], [-0.07, 0.02, 0.07], [-0.01, 0.00, 0.10], [0.04, -0.12, -0.01], [0.14, -0.05, -0.04], [0.01, -0.05, -0.14]], "gap_ev": 7.9, "smiles": "CCCCCn1c(=O)[nH]c2cc(C(=O)N3CCN(c4ccccc4OC)CC3)ccc2c1=O", "e_tot_ha": -1490.70984, "total_charge": 0}